The following is a DFT calculation (ωB97M-V with the def2-TZVPD basis set) of a structure of composition C28H19BrN5O2Ru.

Each line ends with the Mulliken charge.
Atoms and positions in Å:
Ru  -0.12746  0.00078  -0.25266  -0.12
O  0.37624  -1.16591  7.32036  -0.36
C  0.37068  -0.00724  7.33248  0.83
O  0.37444  1.15141  7.30733  -0.36
C  -0.21593  -0.00384  4.36440  -0.46
C  -0.21734  1.23629  3.79222  -0.64
C  -0.22320  1.18546  2.39880  0.37
N  -0.20542  -0.00107  1.76923  0.31
C  -0.21272  -1.18933  2.39613  0.39
C  -0.21387  -1.24293  3.78944  -0.66
C  -0.27713  -2.34374  1.46693  0.79
C  -0.27689  -3.65896  1.86899  -0.79
C  -0.40770  -4.66256  0.90906  -0.62
C  -0.54649  -4.31618  -0.42287  -0.93
C  -0.53405  -2.97675  -0.76962  -0.15
N  -0.39055  -2.00927  0.14641  0.49
C  -0.29016  2.34154  1.47169  0.79
C  -0.29682  3.65602  1.87601  -0.79
C  -0.43195  4.66041  0.91759  -0.61
C  -0.56797  4.31559  -0.41511  -0.93
C  -0.54824  2.97689  -0.76406  -0.15
N  -0.39986  2.00867  0.15058  0.49
H  -0.22742  2.15711  4.35953  0.60
H  -0.23765  -2.16460  4.35489  0.59
H  -0.18460  -3.91680  2.91462  0.39
H  -0.41490  -5.70204  1.20978  0.48
H  -0.66676  -5.06651  -1.19158  0.47
H  -0.65050  -2.65733  -1.79720  0.48
H  -0.20733  3.91267  2.92214  0.39
H  -0.44465  5.69935  1.21998  0.48
H  -0.69152  5.06662  -1.18257  0.47
H  -0.66249  2.65843  -1.79216  0.48
Br  -5.16112  -0.00214  -5.41694  -0.07
C  -3.55525  0.00037  -4.48432  -0.07
C  -3.56589  -0.00262  -3.08947  -1.03
C  -2.36073  -0.00109  -2.41605  0.69
C  -1.15097  0.00307  -3.10935  0.22
C  -1.14513  0.00633  -4.50251  -0.96
C  -2.34628  0.00485  -5.18424  -0.79
N  0.02158  0.00383  -2.31138  0.87
C  1.23214  0.00499  -2.73284  -0.18
C  2.27287  0.00404  -1.70252  0.17
C  3.61949  0.00421  -1.98773  -0.93
C  4.53725  0.00295  -0.93610  -0.45
C  4.07219  0.00142  0.36732  -0.88
C  2.70596  0.00122  0.59576  0.01
N  1.82326  0.00251  -0.41162  0.57
H  -4.50476  -0.00561  -2.55447  0.47
H  -2.37873  -0.00321  -1.32101  0.53
H  -0.22625  0.01005  -5.07420  0.40
H  -2.35310  0.00732  -6.26529  0.46
H  1.50536  0.00613  -3.78286  0.42
H  3.95235  0.00514  -3.01703  0.53
H  5.59991  0.00336  -1.14112  0.46
H  4.75164  0.00052  1.20793  0.47
H  2.30442  0.00019  1.59926  0.38

For the calculated total energy, the calculation gives -113486.651 eV. The calculation puts the energy above the lowest of the compared OMol25 structures with the same formula, charge and spin at 25.1 kcal/mol. The spin multiplicity is 1. The highest occupied orbital energy (spin up / spin down) comes out at -15.8 / -15.8 eV. As for the net charge: +3. For the HOMO-LUMO gap (spin up / spin down), the calculation gives 2.152 / 2.323 eV.


The following is a DFT calculation (ωB97M-V with the def2-TZVPD basis set) of a structure of composition C28H20AsBiF5N2S2.

Each line ends with the Mulliken charge.
Atoms and positions in Å:
Bi  0.74149  2.21978  0.88038  0.66
F  -6.72193  0.60057  2.50343  -0.30
C  -5.56055  1.17781  2.24252  0.74
C  -4.38843  0.45712  2.33070  -0.17
F  -4.41411  -0.82775  2.67968  -0.37
C  -3.18347  1.06433  2.03513  0.03
F  -2.09013  0.30762  2.11049  -0.10
C  -3.08968  2.38746  1.63979  0.36
S  -1.63265  3.27307  1.19226  -0.49
C  -4.29052  3.09101  1.57453  0.29
F  -4.28281  4.37000  1.20691  -0.34
C  -5.50605  2.50297  1.85777  0.34
F  -6.62887  3.20339  1.74703  -0.30
S  1.01875  0.54574  2.72433  -0.30
C  0.90565  -1.04738  1.93693  0.38
C  1.26493  -2.12113  2.75826  -0.83
C  1.28619  -3.41290  2.26168  -0.66
C  0.94819  -3.66657  0.93775  -0.78
C  0.56614  -2.61726  0.12409  -0.24
C  0.53150  -1.31157  0.61623  0.46
As  -0.01984  0.09681  -0.57051  0.84
C  0.78759  -0.40455  -2.25455  0.12
C  2.17460  -0.48992  -2.33768  -0.12
C  2.76020  -0.93441  -3.51086  -0.76
C  1.96616  -1.28905  -4.59398  -0.49
C  0.58436  -1.19190  -4.50919  -0.78
C  -0.01282  -0.74328  -3.33849  -0.11
C  -1.90766  -0.08949  -0.91919  0.32
C  -2.56761  -1.27333  -0.61508  -0.06
C  -3.92699  -1.37548  -0.86917  -0.80
C  -4.61568  -0.29938  -1.41744  -0.50
C  -3.94848  0.87995  -1.72111  -0.81
C  -2.58881  0.99063  -1.46949  -0.35
H  1.52713  -1.92368  3.79105  0.47
H  1.57524  -4.22876  2.91455  0.41
H  0.98701  -4.67394  0.54348  0.43
H  0.29537  -2.80147  -0.90745  0.55
H  2.79039  -0.21386  -1.48980  0.27
H  3.83842  -1.00828  -3.58060  0.42
H  2.42519  -1.64644  -5.50765  0.38
H  -0.03644  -1.46879  -5.35213  0.43
H  -1.08787  -0.66677  -3.27333  0.46
H  -2.03114  -2.09966  -0.16712  0.37
H  -4.45018  -2.29244  -0.62705  0.42
H  -5.67901  -0.38677  -1.60891  0.42
H  -4.48949  1.71658  -2.14668  0.46
H  -2.07081  1.91310  -1.69631  0.40
C  6.48382  0.53855  1.73806  -0.84
N  5.31164  1.12643  1.09751  0.09
C  5.24846  2.38952  0.55632  -0.24
C  3.97900  2.53341  0.08892  -0.77
N  3.26177  1.37637  0.33782  0.24
C  4.10141  0.56132  0.94494  -0.54
H  7.36550  1.09264  1.43298  0.31
H  6.59981  -0.49921  1.43580  0.34
H  6.39835  0.58767  2.82184  0.32
H  6.09475  3.05757  0.55397  0.43
H  3.53998  3.38338  -0.41211  0.44
H  3.86303  -0.43938  1.27880  0.46

For the calculated total energy, the calculation gives -134270.995 eV. The calculation puts the energy above the lowest of the compared OMol25 structures with the same formula, charge and spin at 0.0 kcal/mol. The spin multiplicity is 1. The highest occupied orbital energy comes out at -10.8 eV. As for the net charge: +1. For the HOMO-LUMO gap, the calculation gives 7.439 eV.


The following is a DFT calculation (ωB97M-V with the def2-TZVPD basis set) of a structure of composition C28H20AuBrF5N2OS.

Each line ends with the Mulliken charge.
Atoms and positions in Å:
Au  -0.42679  -1.25742  0.21311  0.48
C  4.43978  -2.45856  0.19267  -2.09
C  4.99419  -1.11956  -0.28876  1.83
C  5.47720  -1.27396  -1.73959  -1.60
C  6.17326  -0.71848  0.61369  -1.58
C  3.95398  -0.01665  -0.23163  0.12
C  4.36135  1.32901  -0.65875  -0.62
C  3.56662  2.39664  -0.51514  -1.10
C  2.27270  2.21949  0.12360  0.52
S  1.63668  3.29607  1.15233  -0.04
C  -0.56394  1.52087  -0.49858  2.00
N  0.45617  0.56349  -0.06466  -1.02
C  1.71228  0.84054  0.06719  1.20
C  2.68188  -0.22898  0.16219  -0.40
C  -2.77533  1.76766  0.37171  1.11
C  -3.96922  2.03580  0.99217  -0.89
C  -5.09747  1.37670  0.50832  -0.46
C  -5.08724  0.49596  -0.60034  -0.82
C  -3.92087  0.23849  -1.25096  -0.35
C  -2.74260  0.88300  -0.75854  -0.20
H  5.23016  -3.20785  0.15423  0.42
H  3.62270  -2.81175  -0.43917  0.44
H  4.08796  -2.40357  1.22448  0.43
H  6.22394  -2.06714  -1.78699  0.46
H  5.94092  -0.36537  -2.12443  0.35
H  4.65214  -1.54586  -2.40001  0.38
H  6.93453  -1.49842  0.57731  0.46
H  5.85185  -0.60557  1.65020  0.38
H  6.64224  0.21353  0.29671  0.35
H  5.36319  1.46391  -1.04174  0.44
H  3.90369  3.40335  -0.72072  0.49
H  2.31041  -1.21510  0.40445  0.46
H  -4.03840  2.67799  1.85793  0.44
H  -6.03862  1.52838  1.02282  0.48
H  -6.01161  0.02607  -0.90479  0.49
H  -3.84699  -0.42773  -2.09970  0.53
Br  -1.81623  4.51526  2.28557  -0.02
C  -1.30717  3.69033  0.68031  -0.54
C  -0.96303  4.41057  -0.39451  -0.21
C  -0.43297  3.75939  -1.57363  -0.45
C  -0.15521  2.45265  -1.60233  -1.31
N  -1.54061  0.65814  -1.21360  -0.95
C  -1.36411  2.19118  0.66516  -0.08
H  -0.99668  5.49082  -0.35793  0.48
H  -0.17677  4.37713  -2.42463  0.50
H  0.29409  1.98022  -2.46647  0.61
H  -1.02972  1.77672  1.61967  0.58
F  -6.71156  -3.77375  1.35713  -0.30
C  -5.40956  -3.57293  1.16229  0.52
C  -4.59407  -4.59553  0.69293  0.22
F  -5.12270  -5.78792  0.43826  -0.28
C  -3.24836  -4.37920  0.47494  0.42
F  -2.50883  -5.38234  0.00848  -0.30
C  -2.63300  -3.13473  0.71196  0.43
O  -1.34946  -3.00601  0.46468  -0.92
C  -3.48604  -2.14271  1.20434  0.22
F  -2.99634  -0.91464  1.51953  -0.36
C  -4.83761  -2.34383  1.41742  -0.03
F  -5.58484  -1.32385  1.86981  -0.34

For the calculated total energy, the calculation gives -132534.863 eV. The calculation puts the energy above the lowest of the compared OMol25 structures with the same formula, charge and spin at 102.3 kcal/mol. The spin multiplicity is 1. The highest occupied orbital energy (spin up / spin down) comes out at -10.5 / -10.5 eV. As for the net charge: +1. For the HOMO-LUMO gap (spin up / spin down), the calculation gives 4.159 / 4.154 eV.